{
  "formula": "C4H5ClS2",
  "method": "ωB97M-V/def2-TZVPD",
  "e_homo_ev": -8.485,
  "lumo_ev": 0.62,
  "multiplicity": 1,
  "homo_lumo_gap_ha": 0.334,
  "smiles": "S[C@@]1(Cl)CC=CS1",
  "fmax_ev_per_a": 3.69,
  "elements": ["C", "C", "C", "C", "S", "S", "Cl", "H", "H", "H", "H", "H"],
  "positions_angstrom": [[1.395, -0.473, -0.260], [1.167, -1.298, 0.744], [0.324, 0.507, -0.553], [-1.049, 0.124, 0.258], [-0.315, -1.051, 1.558], [-1.876, 1.554, 0.921], [-2.026, -0.804, -0.834], [2.393, -0.504, -0.733], [1.925, -2.100, 0.897], [0.522, 1.495, -0.321], [0.116, 0.469, -1.572], [-2.576, 2.081, -0.105]],
  "nbo_charge": [-0.22, -0.41, -0.45, -0.34, 0.30, 0.03, 0.00, 0.23, 0.26, 0.23, 0.23, 0.14]
}

=====

{
  "formula": "C4H5ClSi",
  "method": "ωB97M-V/def2-TZVPD",
  "e_homo_ev": -8.962,
  "lumo_ev": 0.23,
  "multiplicity": 1,
  "homo_lumo_gap_ha": 0.338,
  "smiles": "C#C/C=C\\[SiH2]Cl",
  "fmax_ev_per_a": 5.07,
  "elements": ["C", "C", "C", "C", "Si", "Cl", "H", "H", "H", "H", "H"],
  "positions_angstrom": [[0.320, 0.282, 0.008], [-0.892, -0.265, -0.296], [1.466, 0.574, 0.165], [-1.688, -0.058, -1.415], [-1.262, 1.229, -2.796], [-0.082, 2.527, -1.866], [-2.143, 1.695, -3.703], [-1.265, -1.095, 0.318], [2.184, 1.403, 0.318], [-2.394, -0.792, -1.615], [-0.458, 0.273, -3.326]],
  "nbo_charge": [-0.05, -0.28, -0.21, -0.51, 1.10, -0.34, -0.18, 0.23, 0.24, 0.21, -0.20]
}

=====

{
  "formula": "C4H5CsMgO3",
  "method": "ωB97M-V/def2-TZVPD",
  "e_homo_ev": [-10.126, -10.636],
  "lumo_ev": [-3.00, -4.28],
  "multiplicity": 2,
  "homo_lumo_gap_ha": [0.262, 0.234],
  "charge": 1,
  "fmax_ev_per_a": 2.58,
  "elements": ["Mg", "O", "C", "H", "H", "H", "C", "C", "O", "C", "O", "Cs", "H", "H"],
  "positions_angstrom": [[0.466, 2.461, 0.158], [1.464, 0.438, -0.026], [2.757, -0.182, -0.137], [2.947, -0.797, 0.748], [2.780, -0.786, -1.050], [3.467, 0.645, -0.196], [-2.870, 0.820, -0.139], [-1.860, -0.053, -0.106], [-0.624, 0.592, 0.395], [0.379, -0.312, 0.143], [0.366, -1.517, 0.244], [-2.675, -3.660, 0.332], [-3.848, 0.472, -0.475], [-2.750, 1.881, 0.110]],
  "nbo_charge": [0.94, -0.61, -0.26, 0.22, 0.22, 0.21, -0.62, -0.18, -0.71, 1.02, -0.59, 0.99, 0.21, 0.17]
}

=====

{
  "formula": "C4H5CsNaO2",
  "method": "ωB97M-V/def2-TZVPD",
  "e_homo_ev": [-8.724, -8.723],
  "lumo_ev": [-4.36, -4.36],
  "multiplicity": 1,
  "homo_lumo_gap_ha": [0.160, 0.160],
  "charge": 1,
  "fmax_ev_per_a": 3.87,
  "elements": ["H", "C", "C", "C", "C", "O", "O", "Cs", "Na", "H", "H", "H", "H"],
  "positions_angstrom": [[-1.160, -2.899, -0.350], [1.045, -0.616, -0.398], [1.509, 0.468, 0.520], [0.234, 1.210, 0.913], [-0.870, 0.714, 0.046], [-0.359, -0.129, -0.811], [1.590, -1.329, -1.165], [-3.027, -2.815, -2.659], [-3.401, 0.941, -0.159], [2.219, 1.092, -0.038], [2.025, -0.004, 1.366], [0.264, 2.302, 0.773], [-0.070, 1.065, 1.963]],
  "nbo_charge": [-0.79, 0.81, -0.56, -0.58, 0.18, -0.50, -0.42, 0.87, 0.90, 0.28, 0.28, 0.27, 0.26]
}

=====

{
  "formula": "C4H5EuO2",
  "method": "ωB97M-V/def2-TZVPD",
  "e_homo_ev": [-15.887, -16.118],
  "lumo_ev": [-9.90, -9.67],
  "multiplicity": 9,
  "homo_lumo_gap_ha": [0.220, 0.237],
  "charge": 2,
  "fmax_ev_per_a": 6.20,
  "elements": ["O", "C", "Eu", "H", "O", "C", "C", "C", "H", "H", "H", "H"],
  "positions_angstrom": [[-0.283, 0.322, -1.081], [0.180, 0.421, 0.070], [-1.297, -1.238, -2.945], [0.561, -0.456, 0.776], [3.610, 3.705, 1.463], [2.292, 3.216, 1.429], [2.282, 1.988, 0.555], [1.263, 1.168, 0.467], [3.947, 3.644, 2.362], [1.602, 3.948, 0.974], [1.914, 2.973, 2.434], [3.170, 1.798, -0.060]],
  "nbo_charge": [-0.77, 0.21, 1.96, 0.19, -0.68, -0.09, -0.22, 0.17, 0.50, 0.22, 0.21, 0.30]
}

=====

{
  "formula": "C4H5F",
  "method": "ωB97M-V/def2-TZVPD",
  "e_homo_ev": -9.256,
  "lumo_ev": 0.85,
  "multiplicity": 1,
  "homo_lumo_gap_ha": 0.371,
  "fmax_ev_per_a": 8.44,
  "elements": ["C", "C", "C", "C", "H", "H", "H", "H", "H", "F"],
  "positions_angstrom": [[2.035, 0.249, -0.006], [0.662, 0.057, -0.164], [-0.538, -0.339, -0.153], [-2.001, -0.424, -0.027], [2.590, -0.535, 0.835], [2.209, 0.253, -1.060], [2.120, 1.630, 0.289], [-2.509, -0.998, -0.751], [-2.094, -0.711, 1.076], [-2.474, 0.817, -0.039]],
  "nbo_charge": [-0.68, -0.02, -0.07, 0.00, 0.27, 0.25, 0.22, 0.19, 0.19, -0.34]
}

=====

{
  "formula": "C4H5F",
  "method": "ωB97M-V/def2-TZVPD",
  "e_homo_ev": -10.287,
  "lumo_ev": 0.97,
  "multiplicity": 1,
  "homo_lumo_gap_ha": 0.414,
  "smiles": "C#CCCF",
  "fmax_ev_per_a": 4.43,
  "elements": ["C", "C", "C", "C", "H", "H", "H", "H", "H", "F"],
  "positions_angstrom": [[-0.767, -1.169, 0.184], [0.172, -0.180, -0.514], [0.462, 1.051, 0.225], [1.142, 1.924, 0.648], [-0.943, -2.067, -0.448], [-0.481, -1.330, 1.202], [-0.208, 0.262, -1.421], [1.043, -0.644, -0.663], [1.620, 2.786, 0.543], [-2.040, -0.633, 0.244]],
  "nbo_charge": [0.07, -0.51, 0.01, -0.24, 0.17, 0.18, 0.24, 0.23, 0.21, -0.37]
}

=====

{
  "formula": "C4H5F2I",
  "method": "ωB97M-V/def2-TZVPD",
  "e_homo_ev": -9.454,
  "lumo_ev": 0.20,
  "multiplicity": 1,
  "homo_lumo_gap_ha": 0.355,
  "fmax_ev_per_a": 3.40,
  "elements": ["C", "C", "C", "C", "F", "F", "I", "H", "H", "H", "H", "H"],
  "positions_angstrom": [[-0.616, 1.060, -0.166], [-0.944, -0.152, 0.766], [0.997, 0.122, -0.587], [0.204, -0.954, 0.100], [0.904, -1.772, 0.990], [-0.315, -1.773, -0.829], [2.919, 0.910, 0.057], [-1.176, 1.144, -1.100], [-0.495, 2.132, 0.236], [-0.646, -0.024, 1.849], [-1.949, -0.591, 0.395], [1.117, -0.103, -1.713]],
  "nbo_charge": [-0.35, -0.50, -0.42, 0.63, -0.36, -0.33, 0.15, 0.21, 0.23, 0.25, 0.24, 0.25]
}

=====

Energy relative to the best compared isomer or geometry (same formula, charge and spin) (computed, kcal per mole): 20.3 59.1 0.0 86.6 8.9 75.2 38.7 0.0
E (computed, Eh): -1411.93128 -904.99206 -601.06405 -487.96043 -1015.41904 -255.11217 -255.17035 -652.76457